(1)
Density functional theory data (ωB97M-V/def2-TZVPD) for a molecular structure, C16H32AsF12NNiO26S8.

lowest unoccupied orbital energy (alpha / beta)	1.071 / 0.870	eV
frontier orbital gap (alpha / beta)	3.99 / 9.01	eV
multiplicity	4
<S²>	3.7544
max |F|	7.08	eV/Å
E_tot	-10767.64756	Eh
HOMO energy (alpha / beta)	-2.9 / -8.1	eV
charge	-1

The geometry in XYZ format:
```
97
C16H32AsF12NNiO26S8, DFT ωB97M-V/def2-TZVPD
Ni -0.292 2.109 -2.834
C -4.621 2.747 -2.712
F -5.585 3.680 -2.657
F -4.157 2.375 -1.558
F -5.082 1.716 -3.357
S -3.081 3.398 -3.775
O -2.695 2.329 -4.714
O -3.392 4.659 -4.504
N -1.709 3.448 -2.605
S -1.981 4.929 -2.106
O -1.119 6.012 -2.639
O -3.393 5.379 -1.852
C -1.361 4.708 -0.280
F -2.290 4.129 0.430
F -0.242 4.034 -0.278
F -1.128 5.885 0.253
As -0.316 0.166 0.638
F -0.214 1.754 1.396
F -0.035 -0.613 2.282
F -0.434 -1.396 -0.202
F -0.603 1.096 -0.956
F 1.433 0.254 0.230
F -2.131 0.194 0.951
O -1.240 0.305 -3.286
S -1.666 -0.886 -3.968
O -1.976 -0.820 -5.395
O -0.528 -2.059 -3.705
C -0.702 -3.280 -4.390
C 0.590 -4.061 -4.065
C -3.077 -1.492 -2.974
H -0.691 -3.241 -5.479
H -1.573 -3.855 -4.079
H 0.588 -4.207 -2.985
H 1.457 -3.408 -4.158
H 0.713 -4.964 -4.664
H -3.090 -2.574 -3.103
H -3.884 -0.997 -3.516
H -3.031 -1.118 -1.952
O 1.330 0.709 -2.774
S 2.399 -0.273 -3.040
O 2.465 -0.901 -4.333
O 3.891 0.440 -2.722
C 5.012 -0.043 -3.482
C 5.474 -1.500 -3.510
C 2.468 -1.746 -1.811
H 5.737 0.617 -3.006
H 4.907 0.376 -4.483
H 6.191 -1.606 -4.324
H 4.642 -2.156 -3.765
H 5.714 -1.721 -2.470
H 2.764 -1.462 -0.801
H 3.171 -2.484 -2.198
H 1.448 -2.130 -1.793
C -3.772 -4.506 0.868
C -2.561 -3.593 1.057
O -1.409 -4.370 0.611
S -1.750 -5.959 0.322
O -0.959 -6.903 1.084
O -1.811 -6.080 -1.153
O -3.276 -5.783 0.976
H -4.306 -4.571 -0.080
H -4.490 -4.397 1.681
H -2.466 -3.284 2.097
H -2.706 -2.671 0.494
C 2.556 3.055 2.063
C 2.490 1.804 2.952
O 3.035 2.284 4.123
S 4.289 3.414 3.823
O 5.518 2.734 3.413
O 4.366 4.464 4.849
O 3.532 3.955 2.528
H 1.625 3.596 1.893
H 2.783 2.776 1.034
H 3.101 0.995 2.550
H 1.437 1.551 3.076
C -2.176 2.088 4.118
C -2.672 3.377 3.521
O -3.699 3.911 4.366
S -3.835 2.990 5.795
O -4.909 2.004 5.644
O -3.643 3.775 7.004
O -2.358 2.176 5.502
H -1.148 1.807 3.886
H -2.814 1.290 3.739
H -3.011 3.216 2.498
H -1.948 4.183 3.396
C 1.776 -2.013 4.368
C 2.400 -2.212 3.014
O 3.741 -2.678 3.231
S 4.368 -1.775 4.443
O 4.709 -0.372 3.991
O 5.370 -2.507 5.276
O 2.873 -1.772 5.200
H 1.110 -2.833 4.637
H 1.252 -1.059 4.306
H 2.317 -1.419 2.271
H 1.998 -3.142 2.613
```

***

(2)
Density functional theory data (ωB97M-V/def2-TZVPD) for C4H8O in the gas phase.

lowest unoccupied orbital energy	0.921	eV
frontier orbital gap	8.94	eV
max |F|	1.95	eV/Å
E_tot	-232.38319	Eh
HOMO energy	-8.0	eV

The geometry in XYZ format:
```
13
C4H8O, DFT ωB97M-V/def2-TZVPD
C 1.816 -0.374 0.458
C 0.647 0.453 -0.049
C -0.670 0.150 0.097
C -1.660 0.183 -1.020
O -1.039 -0.635 1.177
H 2.687 0.091 0.049
H 1.899 -0.227 1.536
H 1.801 -1.363 0.020
H 0.838 1.464 -0.376
H -2.668 0.488 -0.728
H -1.245 0.846 -1.773
H -1.767 -0.845 -1.352
H -0.640 -0.231 1.960
```

***

(3)
Density functional theory data (ωB97M-V/def2-TZVPD) for 2 unconnected molecules or ions with the total composition C9H14S.

lowest unoccupied orbital energy	0.881	eV
frontier orbital gap	9.18	eV
max |F|	1.30	eV/Å
E_tot	-749.48783	Eh
HOMO energy	-8.3	eV

The geometry in XYZ format:
```
24
C9H14S, DFT ωB97M-V/def2-TZVPD
C 1.786 -3.987 -0.216
C 1.832 -2.536 -0.601
C 2.173 -2.083 -1.864
C 2.180 -0.731 -2.171
C 1.953 0.174 -1.140
C 1.550 -0.251 0.122
C 1.591 -1.605 0.415
H 2.615 -4.319 0.407
H 1.783 -4.608 -1.083
H 0.847 -4.250 0.273
H 2.310 -2.850 -2.620
H 2.501 -0.314 -3.115
H 2.206 1.220 -1.261
H 1.476 0.536 0.861
H 1.535 -1.957 1.434
C -2.436 3.052 -0.180
S -2.851 2.866 1.559
C -2.895 1.088 1.917
H -2.043 2.139 -0.620
H -3.279 3.321 -0.818
H -1.773 3.914 -0.184
H -3.816 0.821 2.427
H -2.117 0.949 2.657
H -2.618 0.403 1.126
```

***

(4)
Density functional theory data (ωB97M-V/def2-TZVPD) for a molecular structure, C24H19Br3MoN5O9.

lowest unoccupied orbital energy (alpha / beta)	-3.212 / -3.890	eV
frontier orbital gap (alpha / beta)	7.46 / 7.12	eV
multiplicity	3
<S²>	2.0149
max |F|	0.66	eV/Å
E_tot	-9667.17987	Eh
HOMO energy (alpha / beta)	-10.7 / -11.0	eV
charge	+1

The geometry in XYZ format:
```
61
C24H19Br3MoN5O9, DFT ωB97M-V/def2-TZVPD
Mo -0.291 -0.184 0.172
C -1.301 2.834 -2.001
C -0.501 2.934 -0.757
N -0.180 1.936 0.054
C 0.602 2.448 1.063
C 0.746 3.786 0.875
N 0.043 4.066 -0.270
C 1.446 4.889 1.593
O 2.097 4.568 2.693
O 1.380 6.003 1.145
C 1.057 1.516 2.117
O 1.715 1.892 3.068
O 0.625 0.298 1.932
H -1.818 1.878 -2.029
H -0.646 2.888 -2.873
H -2.028 3.643 -2.056
H -0.021 5.002 -0.650
H 2.031 3.601 2.905
C 1.265 -3.278 2.954
O 1.500 -3.778 1.614
C 0.941 -3.098 0.643
O 0.181 -2.141 0.855
N 1.245 -3.575 -0.573
N 0.724 -2.935 -1.692
H 1.910 -3.874 3.589
H 0.221 -3.424 3.220
H 1.523 -2.223 3.010
H 1.763 -4.440 -0.624
H -0.069 -3.440 -2.069
H 1.444 -2.824 -2.394
Br -3.433 -3.546 -1.792
C -3.680 -2.561 -0.213
C -4.762 -2.866 0.648
C -4.975 -2.155 1.793
Br -6.440 -2.578 2.898
C -4.088 -1.106 2.169
C -4.183 -0.301 3.323
C -3.227 0.651 3.566
C -2.146 0.788 2.682
N -2.037 0.063 1.587
C -3.009 -0.849 1.313
C -2.825 -1.532 0.089
O -1.825 -1.105 -0.670
H -5.426 -3.673 0.374
H -5.010 -0.445 4.005
H -3.275 1.285 4.438
H -1.355 1.492 2.901
Br 0.716 -0.647 -4.785
C 2.339 -0.058 -4.012
C 3.401 0.132 -4.884
C 4.640 0.519 -4.398
C 4.838 0.703 -3.036
C 3.784 0.508 -2.166
C 2.520 0.140 -2.639
C 1.459 0.000 -1.631
O 1.743 -0.135 -0.395
O 0.220 0.027 -1.890
H 3.253 -0.028 -5.942
H 5.456 0.669 -5.092
H 5.806 0.997 -2.655
H 3.916 0.645 -1.102
```

***

(5)
Density functional theory data (ωB97M-V/def2-TZVPD) for C6H5N7OS in the gas phase.

lowest unoccupied orbital energy (alpha / beta)	-0.596 / -0.597	eV
frontier orbital gap (alpha / beta)	7.60 / 7.60	eV
max |F|	2.07	eV/Å
E_tot	-1088.22531	Eh
HOMO energy (alpha / beta)	-8.2 / -8.2	eV

The geometry in XYZ format:
```
20
C6H5N7OS, DFT ωB97M-V/def2-TZVPD
C -1.776 -0.022 2.286
C 3.225 1.842 0.696
C -0.844 -0.305 0.375
C 1.396 0.660 -0.194
C 0.744 -0.205 -2.951
C 0.180 -0.023 -0.619
N -0.765 0.336 1.571
N 3.472 1.310 -0.449
N -1.969 -1.115 0.351
N 2.449 0.653 -0.948
N 0.037 -0.410 -1.823
N -2.544 -0.906 1.591
N -2.457 -1.932 -0.492
O 0.709 0.775 -3.647
S 1.624 1.543 1.292
H -1.995 0.311 3.279
H 3.944 2.422 1.238
H 1.247 -1.144 -3.266
H -3.388 -1.392 1.862
H -3.291 -2.399 -0.153
```

***

(6)
Density functional theory data (ωB97M-V/def2-TZVPD) for C7H12 in the gas phase.

lowest unoccupied orbital energy	1.186	eV
frontier orbital gap	9.11	eV
max |F|	3.25	eV/Å
E_tot	-273.74890	Eh
HOMO energy	-7.9	eV

The geometry in XYZ format:
```
19
C7H12, DFT ωB97M-V/def2-TZVPD
C 2.534 0.370 -0.747
C 1.239 -0.466 -0.674
C 0.122 -0.245 0.822
C -0.614 1.103 0.817
C -1.933 0.316 0.812
C -2.030 -0.501 -0.427
C -1.169 -1.012 0.708
H 2.952 0.319 -1.765
H 3.333 0.025 -0.071
H 2.350 1.427 -0.519
H 0.513 -0.178 -1.407
H 1.469 -1.541 -0.775
H 1.162 -0.538 0.861
H -0.466 1.698 -0.095
H -0.482 1.754 1.687
H -2.793 0.526 1.444
H -2.963 -1.041 -0.573
H -1.573 -0.130 -1.344
H -1.430 -1.948 1.199
```